one | Below is a 2-piece molecular cluster, C2H3Br2N3 overall, with properties calculated with the ωB97M-V functional and the def2-TZVPD basis.

Summary:
**Frontier orbital gap**: 10.3 eV
**Lowest unoccupied orbital energy**: 0.309 eV
**Net charge**: 0
**SMILES**: Brc1cnn[nH]1.Br

```
10
Properties=species:S:1:pos:R:3:mulliken_charge:R:1
C -1.0390 -0.5041 -0.3234 -0.12
C 0.2796 -0.2818 -0.5878 0.06
N -1.7206 0.6055 -0.6754 -0.19
N -0.9634 1.4914 -1.2038 -0.46
N 0.2843 0.9891 -1.1384 0.18
Br 0.5922 -0.2451 3.3309 -0.22
Br 1.8353 -1.2910 -0.3771 -0.09
H -1.5771 -1.2293 0.2491 0.42
H 1.2586 -1.0995 2.2274 0.19
H 1.0502 1.5647 -1.5015 0.23
```

two | Below is a single C2H3Br2N3 molecule, with properties calculated with the ωB97M-V functional and the def2-TZVPD basis.

Summary:
**Frontier orbital gap**: 9.8 eV
**Lowest unoccupied orbital energy**: 0.054 eV
**Net charge**: 0
**SMILES**: Br[C@H]1N=NN[C@@H]1Br

```
10
Properties=species:S:1:pos:R:3:mulliken_charge:R:1
C -0.8218 -0.4923 -0.8897 -0.36
C 0.2836 -0.2630 0.1214 0.06
N -1.0883 0.8124 -1.4748 -0.19
N -0.4231 1.6937 -0.8550 -0.38
N 0.3561 1.2094 0.0851 0.13
Br -2.6185 -0.8797 -0.0801 -0.16
Br 1.8658 -1.1260 -0.2689 -0.10
H -0.7959 -1.3148 -1.5986 0.45
H -0.1996 -0.5766 1.0376 0.28
H 1.0817 1.7977 0.4095 0.26
```

So which one is most stable? That would be one, about 46.4 kJ/mol below the next structure.

one | Below is a 11-piece molecular cluster, C21H64N6O11 overall, with properties calculated with the ωB97M-V functional and the def2-TZVPD basis.

Summary:
**Frontier orbital gap**: 9.2 eV
**Lowest unoccupied orbital energy**: 0.333 eV
**Net charge**: 0
**SMILES**: NC(N)=O.NC(N)=O.NC(N)=O.CC(C)O.CC(C)O.CC(C)O.CC(C)O.CC(C)O.CO.CO.CO

```
102
Properties=species:S:1:pos:R:3:mulliken_charge:R:1
C 4.1886 0.6025 4.2836 -0.75
O 3.6966 0.0895 3.0766 -0.49
H 3.3306 0.6945 4.9666 0.27
H 4.5716 1.5925 4.0056 0.31
H 4.9576 -0.1025 4.5606 0.27
H 3.1576 -0.7015 3.2686 0.37
C -2.8374 2.6865 -3.0624 0.18
O -3.7144 1.9285 -3.8714 -0.60
H -1.9024 2.1105 -3.0214 -0.14
H -3.2254 2.9075 -2.0854 -0.18
H -2.6024 3.6845 -3.4464 0.40
H -3.2684 1.6635 -4.6424 0.35
C 2.7106 -3.2805 3.1946 -0.65
O 2.0736 -2.0845 3.6126 -0.69
H 3.7856 -3.1865 3.1446 0.30
H 2.3156 -3.6245 2.2236 0.14
H 2.6356 -4.0485 3.9796 0.35
H 1.2026 -2.2325 3.9886 0.43
C -3.2054 1.1715 0.2816 -0.06
O -3.3424 0.3775 -0.8104 -0.72
N -3.9774 2.2445 0.4806 -0.39
N -2.3554 0.9295 1.2696 -0.15
H -4.7224 2.3635 -0.2714 0.35
H -4.1214 2.7175 1.4026 0.28
H -1.5484 0.2165 1.2076 -0.49
H -2.3874 1.4635 2.1156 0.46
C -1.0634 4.2495 0.9006 0.52
O -0.2014 5.3005 1.0346 -0.89
N -0.7764 3.0665 1.3716 0.05
N -2.2624 4.3615 0.3496 -0.31
H 0.1436 2.8725 1.7446 0.06
H -1.3414 2.2035 1.2146 0.12
H -2.5174 5.2895 -0.0204 0.23
H -2.8704 3.5045 0.1336 0.26
C 2.4796 3.0225 1.4206 0.12
O 1.5846 2.6785 2.3636 -0.82
N 3.5846 2.3365 1.2146 -0.10
N 2.3236 4.0675 0.6386 -0.11
H 3.7936 1.4365 1.7706 0.27
H 4.1966 2.5385 0.4376 0.20
H 1.4626 4.5605 0.7466 0.19
H 2.8746 4.4395 -0.0854 0.24
C 2.8086 2.6775 -2.7754 -0.44
C 1.8346 3.5835 -3.4824 0.01
C 0.5736 3.9635 -2.7334 0.12
O 2.2636 4.6835 -3.8934 -0.56
H 3.8396 2.8185 -3.1234 0.45
H 2.4806 1.6155 -2.8884 0.04
H 2.8656 2.9555 -1.6924 -0.34
H 1.5286 3.0025 -4.3244 0.26
H -0.0544 3.0855 -2.5944 -0.56
H 0.0096 4.7305 -3.3174 0.48
H 0.6726 4.3965 -1.7454 0.01
H 1.6756 4.9775 -4.6114 0.39
C 0.1656 -1.5755 -3.4704 -0.89
C -1.3784 -1.5025 -3.1574 0.92
C -2.1904 -2.5885 -3.8174 -1.39
O -1.6014 -1.5395 -1.9214 -0.26
H 0.6886 -0.6595 -3.4444 0.03
H 0.2936 -1.9375 -4.4914 0.51
H 0.6876 -2.2965 -2.8024 0.07
H -1.6404 -0.4615 -3.4344 -0.18
H -1.9604 -2.6625 -4.8564 0.53
H -3.2384 -2.4555 -3.6414 0.40
H -1.9004 -3.5505 -3.4364 0.05
H -2.4004 -1.0795 -1.7274 0.14
C -1.1934 -6.2215 -1.8284 -1.46
C -1.1084 -5.2275 -0.6454 0.39
C -0.0274 -4.2035 -0.8104 -0.24
O -2.1514 -4.6635 -0.2854 -0.53
H -2.1624 -6.7355 -1.7274 0.35
H -0.3694 -6.9095 -1.7774 0.39
H -1.2444 -5.6705 -2.7564 0.25
H -0.9294 -5.8515 0.2686 0.34
H -0.0874 -3.3795 -0.0704 -0.22
H -0.1234 -3.8405 -1.8414 -0.12
H 0.9636 -4.6235 -0.7364 0.49
H -2.3214 -3.9285 -0.8624 0.32
C 1.7276 -1.1595 0.2936 -0.87
C 0.6806 -0.0775 0.4346 0.86
C 0.6346 0.9165 -0.7694 0.65
O -0.4724 -0.5555 0.3496 1.71
H 1.5186 -1.7765 1.1496 -0.30
H 2.7626 -0.7905 0.2526 0.44
H 1.6356 -1.6945 -0.6694 0.08
H 0.9426 0.4985 1.3226 0.19
H -0.3684 1.2405 -1.1054 -0.59
H 1.1046 0.5315 -1.6804 -0.11
H 1.2726 1.7845 -0.5444 0.01
H -0.5644 -1.1605 -0.4054 -0.89
C -0.9244 -0.6815 4.1846 -0.45
C -1.1834 -2.1615 4.2766 -0.29
C -1.3854 -2.7345 2.8556 -0.64
O -0.3324 -2.8265 4.8686 -0.52
H -0.1114 -0.5375 3.4616 -0.19
H -0.6824 -0.1805 5.1666 0.38
H -1.8354 -0.1485 3.8226 0.15
H -2.0274 -2.3055 4.9176 0.55
H -0.4274 -2.7105 2.2856 -0.25
H -2.0404 -2.1625 2.2236 0.28
H -1.6684 -3.7825 2.8966 0.46
H -0.3504 -2.5645 5.7786 0.39
```

two | Below is a 11-piece molecular cluster, C21H64N6O11 overall, with properties calculated with the ωB97M-V functional and the def2-TZVPD basis.

Summary:
**Frontier orbital gap**: 8.8 eV
**Lowest unoccupied orbital energy**: -0.155 eV
**Net charge**: 0
**SMILES**: NC(N)=O.NC(N)=O.NC(N)=O.CC(C)O.CC(C)O.CC(C)O.CC(C)O.CC(C)O.CO.CO.CO

```
102
Properties=species:S:1:pos:R:3:mulliken_charge:R:1
C -2.6526 4.5005 5.4564 0.25
O -1.7721 4.9683 4.4957 -0.60
H -2.1916 3.5984 5.8972 0.30
H -3.6293 4.2345 5.0619 -0.13
H -2.8172 5.2475 6.2467 -0.07
H -1.3921 4.1928 4.1314 0.35
C -7.5389 4.2730 12.2173 0.03
O -7.6682 2.8994 12.3074 -0.63
H -6.7334 4.5738 11.4724 -0.33
H -7.3010 4.7344 13.1609 0.41
H -8.5362 4.6139 11.9746 0.12
H -6.9200 2.3256 12.0054 0.38
C -3.7233 7.2914 9.0763 0.32
O -2.8830 8.4244 9.2003 -0.60
H -3.5703 6.7239 8.1322 -0.01
H -4.7742 7.4722 9.0808 -0.04
H -3.5706 6.6472 9.9446 -0.18
H -3.0662 8.7951 10.0503 0.35
C -1.9094 3.1951 8.9239 0.43
O -1.0884 2.7674 7.8709 -0.72
N -3.0055 2.6156 9.3298 -0.34
N -1.7188 4.2375 9.6791 -0.06
H -3.2215 1.6347 8.9731 0.22
H -3.5546 2.9535 10.1024 -0.03
H -1.0393 4.9176 9.3036 0.22
H -2.3075 4.5010 10.4325 -0.01
C -7.5787 4.5605 3.3389 0.37
O -7.9302 5.8884 3.2019 -0.72
N -7.1581 3.8750 2.3114 -0.31
N -7.5853 3.8809 4.4789 -0.09
H -7.1805 4.1648 1.3354 0.25
H -6.7897 2.9376 2.4640 0.08
H -8.2250 4.2426 5.2029 0.29
H -7.2141 2.9141 4.6168 -0.02
C -5.6769 4.3983 8.0560 0.25
O -5.7134 4.8729 9.3839 0.24
N -6.6533 4.6878 7.2359 2.20
N -4.7427 3.6541 7.6095 1.40
H -7.3797 5.1898 7.6839 -0.87
H -6.7037 4.4557 6.2737 -0.69
H -3.9801 3.4078 8.2745 -1.13
H -4.7477 3.1590 6.7012 -0.54
C -2.0973 4.2324 13.0972 -2.00
C -3.4170 3.8442 12.5383 1.19
C -4.4153 3.9849 13.6852 -1.28
O -3.7667 4.5104 11.5344 -0.25
H -1.3808 3.9878 12.3525 0.51
H -1.6958 3.8335 14.0236 0.47
H -2.0411 5.2860 13.2165 0.38
H -3.3727 2.8147 12.1996 0.20
H -4.8407 4.9699 13.7225 0.27
H -4.0176 3.8540 14.7042 0.45
H -5.2396 3.2285 13.5399 0.21
H -4.7195 4.4213 11.4000 -0.27
C -7.8777 7.5101 9.6706 -0.73
C -8.9747 6.8308 8.8363 1.36
C -9.4190 5.5687 9.5352 -0.87
O -9.9945 7.5907 8.6748 -0.61
H -7.4092 8.2564 9.0196 0.25
H -7.1121 6.7566 9.9213 -0.16
H -8.3249 7.8830 10.6332 0.45
H -8.6061 6.5017 7.8572 -0.63
H -8.5701 4.9422 9.5070 -0.43
H -10.1352 5.0064 8.9278 0.53
H -9.6739 5.7056 10.5621 0.48
H -10.7084 7.0641 8.3349 0.40
C -6.7873 7.7821 6.5142 0.03
C -5.6214 7.9802 5.6060 -0.32
C -5.0856 6.7066 5.1178 0.42
O -5.8418 8.6558 4.6010 -0.63
H -7.5055 7.2421 5.9075 0.11
H -7.2143 8.7351 6.7809 0.44
H -6.3852 7.2339 7.3323 -0.37
H -4.9579 8.5841 6.1565 0.31
H -5.8306 6.1527 4.5002 -0.29
H -4.7838 5.9623 5.8907 -0.71
H -4.1898 6.7575 4.5168 0.48
H -6.3431 8.1709 3.9230 0.42
C -8.2491 2.2918 8.9242 -0.95
C -8.0604 0.9085 8.3252 0.32
C -8.1919 0.9454 6.8223 -1.38
O -6.9519 0.4312 8.6626 -0.56
H -8.8454 2.3640 9.7869 0.61
H -8.7195 2.9538 8.1833 0.11
H -7.2542 2.7163 9.2390 -0.30
H -8.7405 0.1921 8.7449 0.66
H -7.9801 0.0080 6.3891 0.44
H -7.6041 1.7192 6.4425 -0.05
H -9.1808 1.2491 6.5890 0.53
H -7.1241 -0.5517 8.7014 0.42
C -5.6061 -0.2199 4.8059 -2.13
C -5.1037 1.0342 5.4963 0.93
C -3.6006 1.1800 5.7340 -0.61
O -5.4817 2.1107 4.9613 -0.40
H -4.8948 -0.6082 4.1445 0.53
H -6.5796 -0.1285 4.3165 0.39
H -5.8297 -0.9553 5.5249 0.45
H -5.5328 0.9748 6.5102 0.01
H -3.0761 1.6529 4.8959 0.25
H -3.0413 0.2220 5.8214 0.47
H -3.3995 1.7817 6.5881 -0.20
H -5.2689 2.0619 4.0590 0.28
```

So which one is most stable? That would be one, about 156.1 kJ/mol below the next structure.

one | Below is a single C2H3BrFNO2 molecule, with properties calculated with the ωB97M-V functional and the def2-TZVPD basis.

Summary:
**Frontier orbital gap**: 10.8 eV
**Lowest unoccupied orbital energy**: -0.274 eV
**Net charge**: 0
**SMILES**: O=[N+]([O-])C[C@@H](F)Br

```
10
Properties=species:S:1:pos:R:3:mulliken_charge:R:1
C 0.8251 1.3941 -0.6291 -0.60
C 1.1899 -0.2202 -0.0750 0.10
N -0.2223 1.8357 0.2844 0.89
O 0.2219 2.5372 1.1839 -0.52
O -1.3536 1.6589 -0.0226 -0.52
F 0.3779 -1.1010 -0.7682 -0.22
Br 3.0836 -0.6173 -0.0381 -0.11
H 1.7234 1.9801 -0.4845 0.39
H 0.3849 1.5268 -1.7216 0.29
H 0.8471 -0.1934 0.9819 0.31
```

two | Below is a single C2H3BrFNO2 molecule, with properties calculated with the ωB97M-V functional and the def2-TZVPD basis.

Summary:
**Frontier orbital gap**: 6.6 eV
**Lowest unoccupied orbital energy**: -2.249 eV
**Net charge**: 0
**SMILES**: C/C(F)=[N+](\[O-])OBr

```
10
Properties=species:S:1:pos:R:3:mulliken_charge:R:1
C -0.1593 -0.5846 1.4813 -0.84
C -0.4761 -0.3907 0.0482 0.34
N 0.1705 0.5234 -0.6701 0.80
O 0.8843 1.3870 -0.1744 -0.66
O 0.0196 0.5707 -2.1540 -0.42
F -1.2219 -1.2902 -0.5907 -0.24
Br 1.0115 1.7115 -3.4473 0.15
H -1.0523 -0.5028 2.1002 0.28
H 0.2556 -1.5850 1.6227 0.26
H 0.5681 0.1608 1.7842 0.32
```

So which one is most stable? That would be one, about 198.7 kJ/mol below the next structure.

one | Below is C2H2Cl2N2 as an isolated structure, with properties calculated with the ωB97M-V functional and the def2-TZVPD basis.

Summary:
**Frontier orbital gap (spin up / spin down)**: 7.9 / 7.8 eV
**Lowest unoccupied orbital energy (spin up / spin down)**: -1.424 / -1.305 eV
**Net charge**: 0

```
8
Properties=species:S:1:pos:R:3:mulliken_charge:R:1
C -0.5649 -0.8251 0.5348 0.62
C -1.4266 0.0414 0.0010 -0.65
N 0.2989 -1.6237 0.7612 -0.50
N 1.5883 0.5317 -0.8115 -0.14
Cl 1.7972 1.8074 0.3101 -0.02
Cl 2.0781 -0.9267 -0.3334 0.15
H -1.9626 -0.0613 -0.8985 0.29
H -1.8084 1.0562 0.4364 0.24
```

two | Below is a single C2H2Cl2N2 molecule, with properties calculated with the ωB97M-V functional and the def2-TZVPD basis.

Summary:
**Frontier orbital gap**: 8.6 eV
**Lowest unoccupied orbital energy**: -0.299 eV
**Net charge**: 0

```
8
Properties=species:S:1:pos:R:3:mulliken_charge:R:1
C 1.3825 -0.2700 -3.1377 0.26
C 0.0746 -0.2870 -0.1431 -0.28
N 0.8425 0.3302 -2.2418 0.50
N 0.6526 0.6093 -1.0623 -0.82
Cl 1.1905 -0.3171 -4.7421 -0.07
Cl -1.2234 -1.4581 -0.7511 -0.20
H -0.2096 0.5649 0.6570 0.31
H 0.9056 -0.9313 0.2221 0.31
```

So which one is most stable? That would be two, about 205.2 kJ/mol below the next structure.

one | Below is an isolated ion of composition Cl2O3PS and charge -1, with properties calculated with the ωB97M-V functional and the def2-TZVPD basis.

Summary:
**Frontier orbital gap**: 8.9 eV
**Lowest unoccupied orbital energy**: 3.632 eV
**Net charge**: -1

```
7
Properties=species:S:1:pos:R:3:mulliken_charge:R:1
O -0.1791 -0.6520 -0.4044 -0.36
O 1.2955 1.3465 0.8799 -0.49
O -2.3095 -1.7563 0.2797 -0.54
P 1.2808 0.7139 -0.4467 0.36
S -1.4367 -0.5738 0.4649 0.63
Cl 2.9470 -0.5127 -0.3377 -0.32
Cl -2.4521 0.9097 -0.5392 -0.28
```

two | Below is an isolated ion of composition Cl2O3PS and charge -1, with properties calculated with the ωB97M-V functional and the def2-TZVPD basis.

Summary:
**Frontier orbital gap**: 8.2 eV
**Lowest unoccupied orbital energy**: 3.333 eV
**Net charge**: -1

```
7
Properties=species:S:1:pos:R:3:mulliken_charge:R:1
O 0.2866 0.2292 -0.5515 -0.12
O -0.1317 -2.1678 -0.8211 -0.55
O -0.0647 2.5557 0.2709 -0.45
P 0.3166 -1.3527 0.3133 0.28
S -0.6171 1.4106 -0.4246 0.59
Cl 2.3349 -1.2940 0.1235 -0.32
Cl -2.1247 0.6189 1.0895 -0.43
```

So which one is most stable? That would be one, about 12.8 kJ/mol below the next structure.

one | Below is an isolated ion of composition C3HN2O2 and charge +1, with properties calculated with the ωB97M-V functional and the def2-TZVPD basis.

Summary:
**Frontier orbital gap**: 11.5 eV
**Lowest unoccupied orbital energy**: -5.877 eV
**Net charge**: +1

```
8
Properties=species:S:1:pos:R:3:mulliken_charge:R:1
C 3.7672 0.0562 -0.0366 0.09
C 1.3722 -0.7001 0.0216 0.39
C 0.2665 1.5332 -0.0301 0.59
N 2.5686 -0.0982 0.0142 -0.03
N 0.1494 0.2993 -0.0017 -0.19
O 0.4409 2.6292 0.0088 -0.05
O 1.0936 -1.8070 0.0280 -0.21
H -0.8650 0.0400 -0.4607 0.40
```

two | Below is a 2-piece molecular cluster, C3HN2O2 overall, with properties calculated with the ωB97M-V functional and the def2-TZVPD basis.

Summary:
**Frontier orbital gap**: 11.5 eV
**Lowest unoccupied orbital energy**: -5.644 eV
**Net charge**: +1

```
8
Properties=species:S:1:pos:R:3:mulliken_charge:R:1
C 4.3296 1.0665 0.1203 0.10
C 2.9055 -1.7378 -0.1520 0.59
C 0.7442 -0.7182 0.2150 0.43
N 1.7335 -1.4437 0.0536 -0.20
N -0.3251 -0.2928 0.3267 -0.05
O 4.8048 1.9768 -0.3308 -0.11
O 3.9098 -2.2412 -0.0501 -0.11
H -1.1616 0.2747 0.1945 0.35
```

So which one is most stable? That would be two, about 154.7 kJ/mol below the next structure.